# H14O7

A 7-piece molecular cluster, H14O7 overall at a distorted geometry (ωB97M-V with the def2-TZVPD basis set, OMol25).

Each line ends with the natural charge from an NBO analysis.
Geometry (Å):
H: 1.3549 0.1412 0.3145  0.451
H: -0.1105 0.3284 -0.1273  0.490
H: -0.1964 3.5856 -2.1727  0.463
H: -1.1894 3.7269 -3.2041  0.460
H: 2.1918 3.0412 0.2526  0.466
H: 2.2770 1.9123 1.2402  0.472
H: -3.8476 -0.5608 2.8721  0.484
H: -2.4914 0.3226 3.2028  0.482
H: -2.0602 -3.4989 1.7340  0.473
H: -1.0455 -3.3580 2.9483  0.480
H: 1.7009 -2.5685 -2.3563  0.472
H: 1.1277 -3.4855 -1.3259  0.465
H: 1.0476 0.2305 -2.1237  0.477
H: 1.2112 -0.8541 -1.1859  0.460
O: 0.6601 0.8013 0.2319  -0.950
O: -0.5696 4.2470 -2.7450  -0.923
O: 2.6627 2.2277 0.3537  -0.937
O: -3.4627 0.3409 3.0835  -0.966
O: -1.7688 -2.9067 2.4128  -0.952
O: 1.9869 -3.2762 -1.7020  -0.936
O: 0.5211 -0.3969 -1.7033  -0.931

orbital gap: 10.6 eV
highest occupied orbital energy: -10.69 eV
energy relative to the best compared isomer or geometry (same formula, charge and spin): 331.8 kJ/mol
maximum force: 3.6 eV Å⁻¹
LUMO level: -0.0378 eV
SMILES: O.O.O.O.O.O.O